Record 1
14
Properties=species:S:1:pos:R:3:forces:R:3:nbo_charge:R:1 method="wB97M-V/def2-TZVPD" lumo_ev=0.90 total_energy_ev=-8834.3355
C 2.195 1.296 -0.309 -0.2723 -0.3956 0.1539 -0.262
C 1.455 0.354 -0.173 0.4042 0.0061 0.0966 0.003
C 0.742 -0.929 -0.019 0.0776 0.0388 -0.1052 -0.507
C -0.428 -0.952 0.990 0.0150 -0.1420 0.1261 -0.216
N -1.154 0.300 1.067 0.2413 0.2116 -0.2346 -0.615
C -1.737 0.755 -0.081 -0.2724 -0.1933 -0.0780 0.530
O -1.970 0.047 -1.040 0.0849 0.3164 0.2448 -0.608
H 2.916 2.079 -0.406 -0.2969 -0.0476 -0.0269 0.241
H 1.494 -1.656 0.306 -0.1448 -0.0499 -0.1249 0.238
H 0.360 -1.247 -0.993 0.1256 0.1233 0.0686 0.256
H -1.133 -1.732 0.688 0.1554 0.0986 0.0204 0.224
H -0.075 -1.209 1.992 0.0016 0.1572 -0.0850 0.204
H -0.745 1.012 1.655 -0.1062 -0.0132 -0.0164 0.393
H -2.012 1.824 -0.036 -0.0130 -0.1104 -0.0393 0.117


Record 2
14
Properties=species:S:1:pos:R:3:forces:R:3:nbo_charge:R:1 method="wB97M-V/def2-TZVPD" lumo_ev=0.78 total_energy_ev=-8832.3934
N -0.635 2.561 0.832 0.9770 -0.4097 -0.3332 -0.433
C 0.294 1.953 0.490 -0.6647 0.4398 0.2022 0.558
O 1.336 1.297 0.105 -0.1349 0.2260 0.0779 -0.481
C 1.069 0.044 -0.602 0.1040 -0.1680 -0.1384 0.082
C -0.273 -0.100 -1.268 -0.0917 -0.0442 0.0073 -0.242
C -0.618 -1.145 -0.511 -0.0448 0.0376 -0.1408 -0.113
C 0.659 -1.151 0.305 0.0632 -0.0630 0.1226 -0.450
H 1.965 -0.090 -1.210 -0.1329 -0.0163 0.0724 0.205
H -0.741 0.442 -2.081 0.0524 -0.0826 0.1322 0.226
H -1.485 -1.798 -0.495 0.1491 0.0961 -0.0542 0.217
H 0.566 -0.886 1.363 -0.0435 -0.0115 -0.1605 0.225
H 1.280 -2.048 0.207 -0.0450 0.1616 0.0440 0.215
H -1.766 0.745 1.642 -0.1042 -0.1618 0.0623 0.034
H -1.944 0.022 1.668 -0.0841 -0.0040 0.1061 -0.043


Record 3
14
Properties=species:S:1:pos:R:3:forces:R:3:nbo_charge:R:1 method="wB97M-V/def2-TZVPD" lumo_ev=-0.17 total_energy_ev=-8830.1555
O 0.011 -0.987 2.054 0.2435 0.0660 -0.1686 -0.604
C 1.073 -0.515 1.540 0.0144 0.0507 -0.0330 0.433
N 1.202 0.722 1.123 -0.1467 -0.1853 0.2838 -0.694
C 0.525 0.679 -0.991 0.2125 0.1136 -0.2209 -0.132
C -0.772 0.376 -1.624 0.0474 0.0303 0.0060 -0.518
C -1.087 -0.338 -0.382 -0.1534 -0.3797 0.5046 -0.087
C -1.320 -1.014 0.631 0.0578 0.3322 -0.5264 -0.033
H 1.912 -1.190 1.306 -0.2057 0.0052 0.0577 0.120
H 0.359 1.210 1.435 0.0570 0.0669 -0.0439 0.340
H 1.370 0.043 -1.218 -0.1655 -0.0240 0.0689 0.218
H 0.790 1.706 -0.790 -0.1481 -0.1448 0.0512 0.230
H -1.404 1.248 -1.807 0.0508 -0.2044 0.0657 0.239
H -0.725 -0.272 -2.503 -0.1058 0.0466 0.1759 0.239
H -1.933 -1.668 1.227 0.2418 0.2267 -0.2210 0.249


Record 4
14
Properties=species:S:1:pos:R:3:forces:R:3:nbo_charge:R:1 method="wB97M-V/def2-TZVPD" lumo_ev=0.78 total_energy_ev=-8832.6961
O 3.091 0.260 0.893 0.0667 0.3662 0.0445 -0.693
C 2.598 -0.558 -0.149 -0.1319 -0.3054 -0.2350 -0.132
C 1.137 -0.408 -0.254 -0.5303 0.1427 0.1703 -0.028
C -0.031 -0.145 -0.096 0.4919 -0.1213 0.0310 -0.031
C -1.331 0.255 0.405 0.1460 0.1495 0.0904 -0.160
C -2.487 0.630 -0.445 -0.0395 0.2275 -0.1604 -0.240
N -2.521 -0.595 0.343 -0.0448 -0.2720 -0.0225 -0.558
H 2.693 1.134 0.780 0.1473 -0.1512 0.0965 0.470
H 3.099 -0.338 -1.101 -0.1274 -0.0119 0.0707 0.186
H 2.850 -1.584 0.131 -0.0463 0.0822 -0.1010 0.208
H -1.225 0.769 1.357 -0.1008 -0.0298 -0.0561 0.223
H -2.386 0.560 -1.524 0.0737 -0.0207 0.1249 0.200
H -3.141 1.423 -0.091 0.0543 -0.1367 -0.0879 0.201
H -2.348 -1.403 -0.248 0.0413 0.0809 0.0345 0.356